Model one:
12
Properties=species:S:1:pos:R:3:lowdin_charge:R:1 method="wB97M-V/def2-TZVPD" homo_energy_ha=-0.4932 homo_lumo_gap_ev=8.7 total_charge=+1
I 3.205 0.736 0.299 0.39
N -0.962 0.849 1.028 0.26
N -0.146 0.615 -1.126 0.21
C -0.710 0.131 -0.046 -0.38
C -1.178 -1.251 -0.147 0.01
C -1.656 -2.332 -0.235 0.24
H -1.604 0.540 1.685 0.12
H -0.489 1.716 1.161 0.14
H -1.714 -3.321 -0.350 0.03
H 0.249 -0.081 -1.653 0.09
H 0.217 1.659 -1.176 0.21
H 4.787 0.738 0.560 -0.31

Model two:
12
Properties=species:S:1:pos:R:3:lowdin_charge:R:1 method="wB97M-V/def2-TZVPD" homo_energy_ha=-0.5289 homo_lumo_gap_ev=8.8 total_charge=+1
I 0.547 -2.842 -0.104 1.06
N 0.774 0.969 -1.555 0.10
N -0.800 -0.232 0.429 -0.10
C 1.029 1.126 -0.358 -0.22
C 0.300 0.512 0.945 -0.13
C -0.971 -1.420 -0.114 -0.53
H 0.066 1.314 1.712 0.16
H -1.947 -1.674 -0.579 0.10
H 1.761 1.967 -0.249 0.13
H -1.677 0.312 0.154 0.21
H -0.056 0.223 -1.739 0.10
H 0.975 -0.255 1.457 0.12

Pick model one: it beats the second-best structure by 8.3 kcal/mol.

Model one:
42
Properties=species:S:1:pos:R:3:lowdin_charge:R:1 method="wB97M-V/def2-TZVPD" smiles="C=CC/C(C)=C/N.O.O.O.O.O.O.O.O" homo_energy_ha=-0.3201 homo_lumo_gap_ev=8.7 total_charge=0
O -0.818 -1.792 3.367 -0.05
O -2.011 -3.135 -2.226 -0.07
O 1.072 0.519 -4.648 -0.03
O 3.693 -2.338 -0.068 -0.08
O -0.084 -0.995 -2.667 -0.03
O 1.447 -0.867 2.481 -0.12
O 3.423 0.675 1.984 -0.07
O 1.158 2.039 2.567 -0.06
N -1.542 -1.880 0.472 0.01
C -2.113 1.762 -0.874 -0.22
C -1.250 4.056 -0.753 0.00
C -2.159 -0.554 0.173 -0.10
C 0.059 0.677 0.013 -0.03
C -1.513 0.592 -0.228 -0.26
C -1.997 3.109 -0.208 -0.17
H -0.639 4.092 -1.599 0.05
H -1.715 -2.968 -1.327 -0.02
H 3.972 0.659 1.155 0.08
H 2.296 -1.029 2.947 0.07
H -3.236 -0.654 0.045 0.11
H -1.383 5.030 -0.237 0.06
H -2.179 -2.345 1.161 0.10
H 0.383 0.990 -0.991 0.09
H 3.075 -1.591 -0.052 0.01
H 0.831 -0.904 -2.368 0.05
H -0.585 -1.608 -2.173 -0.02
H -1.644 1.861 -1.830 0.11
H 0.623 -0.252 0.055 0.05
H 1.788 0.456 -4.051 0.00
H 0.846 2.235 3.461 0.09
H 0.224 1.146 0.934 0.01
H 1.443 0.148 2.357 0.04
H -3.128 1.538 -1.251 0.13
H 0.375 -0.032 -4.345 -0.02
H 0.040 -1.413 3.399 -0.04
H 3.328 -3.079 0.474 0.06
H -2.598 3.282 0.723 0.12
H 2.964 1.502 2.078 0.00
H -2.826 -2.589 -2.277 0.06
H 0.731 2.424 1.783 0.06
H -0.576 -1.850 0.831 0.06
H -0.902 -2.382 2.643 -0.02

Model two:
42
Properties=species:S:1:pos:R:3:lowdin_charge:R:1 method="wB97M-V/def2-TZVPD" smiles="CCCNC(=O)CC.O.O.O.O.O.O.O" homo_energy_ha=-0.3668 homo_lumo_gap_ev=9.8 total_charge=0
O -2.884 2.000 -0.966 -0.03
O -3.092 0.232 1.115 -0.07
O -1.683 0.309 3.490 -0.06
O 1.587 -2.427 1.313 -0.10
O 1.023 0.264 4.052 -0.09
O -1.166 -1.851 1.258 -0.07
O 1.965 1.645 -2.127 0.06
O 3.174 -0.433 0.148 -0.05
N 0.056 0.579 -2.634 0.06
C -0.875 -0.506 -2.320 -0.20
C 0.547 1.153 -0.260 -0.17
C 1.217 2.325 0.440 -0.07
C -0.196 -1.814 -1.899 -0.23
C 0.947 1.118 -1.719 -0.49
C 0.866 -2.263 -2.884 -0.10
H 3.080 0.263 -0.509 0.02
H 0.453 0.482 -3.558 0.14
H -1.533 -0.197 -1.496 0.09
H -3.061 2.931 -0.807 0.07
H -3.045 0.874 0.361 0.03
H 0.642 -2.232 1.128 -0.02
H 1.282 -3.245 -2.636 0.08
H -1.501 -0.665 -3.205 0.13
H -1.816 -1.161 1.010 0.01
H 0.821 3.278 0.092 0.08
H -1.100 -1.742 2.217 0.05
H 0.090 0.411 3.818 -0.03
H -2.186 0.466 2.659 0.02
H 1.221 -0.671 3.855 0.03
H -0.531 1.220 -0.193 0.08
H -2.229 0.591 4.232 0.06
H -2.061 1.948 -1.475 0.04
H 2.148 -1.909 0.684 0.00
H 2.288 2.292 0.251 0.07
H 0.502 -2.386 -3.913 0.08
H 1.080 2.279 1.524 0.08
H 0.773 0.189 0.189 0.10
H 1.702 -1.571 -2.908 0.07
H -3.994 -0.096 1.091 0.08
H 0.263 -1.709 -0.918 0.07
H -0.958 -2.601 -1.780 0.12
H 3.002 -0.009 1.015 0.07

Pick model two: it beats the second-best structure by 98.4 kcal/mol.